A structure of composition C23H62HgN5O6. Source: OMol25; level of theory: wB97M-V/def2-TZVPD.

XYZ file:
```
97
Properties=species:S:1:pos:R:3:forces:R:3:mulliken_spin:R:1
Hg 3.14208 0.74402 3.71689 0.2 -0.2 0.1 0.005
C 1.40830 0.39523 -0.49493 0.6 1.1 1.3 0.051
C 0.76572 0.88966 0.87704 -0.1 -2.5 -1.3 -0.037
C -0.66844 0.38648 0.98839 -0.8 0.3 0.3 0.053
O 1.55429 0.64665 2.02086 -1.3 0.7 -1.7 0.838
H 2.35661 0.92222 -0.60019 0.1 0.0 -0.3 0.000
H 0.77271 0.67360 -1.33555 -0.1 0.0 0.2 -0.013
H 1.63533 -0.66955 -0.54774 -0.4 0.0 0.4 -0.001
H 0.55004 1.95558 0.80368 0.8 0.8 0.3 0.104
H -1.26263 0.76350 0.15600 0.1 0.3 -0.1 -0.008
H -1.10998 0.84930 1.87097 -0.2 -0.4 0.2 0.002
H -0.87564 -0.68112 0.91481 0.6 -0.2 0.5 0.000
C -1.77881 -1.52824 -7.39933 0.2 0.5 0.1 0.000
C -1.42900 -2.11764 -6.00230 -0.1 1.6 -1.5 0.000
C -2.07748 -1.39081 -4.84520 0.5 1.3 0.9 0.000
O -1.65148 -0.04579 -4.59739 0.8 0.5 0.7 0.000
C -0.27171 0.24777 -4.31205 -0.9 0.5 -1.2 0.000
N -1.91540 -3.44488 -6.08723 -1.2 -1.2 0.3 0.000
H -1.62999 -0.45199 -7.48682 0.5 -0.1 0.0 0.000
H -2.81797 -1.64745 -7.70599 -0.4 -0.2 0.7 0.000
H -1.27275 -2.10410 -8.17418 0.5 0.3 0.1 0.000
H -0.34297 -2.14940 -5.91488 0.2 0.3 0.3 0.000
H -1.91947 -1.92848 -3.91029 0.1 -0.5 0.1 0.000
H -3.14777 -1.19415 -4.90754 -0.2 -0.7 -0.6 0.000
H 0.27746 -0.35805 -3.59130 -0.3 -0.7 -0.1 0.000
H -0.26709 1.26109 -3.91048 0.0 0.1 0.0 0.000
H 0.20963 0.29238 -5.28900 0.7 -0.2 0.2 0.000
H -2.79486 -3.26691 -6.55088 -0.4 -0.9 -0.4 0.000
H -2.23953 -3.73805 -5.17668 0.3 -0.6 0.5 0.000
C 0.05655 0.69246 6.80199 -0.3 0.8 1.0 0.000
C 0.83276 1.00808 5.54387 -2.1 0.6 -0.2 0.004
C 1.71549 2.20982 5.79864 -1.2 -0.9 2.3 -0.003
O 2.40372 2.68697 4.71690 -0.3 1.4 -1.2 0.005
C 2.86415 4.06310 4.93839 1.4 -0.8 0.5 -0.001
N 1.45650 -0.20987 5.07719 0.9 -0.5 -1.1 -0.001
H -0.36293 1.60788 7.21928 0.0 0.1 0.1 0.000
H 0.74490 0.30225 7.55166 0.1 0.0 0.1 0.000
H -0.79335 0.01038 6.77892 0.2 -0.2 -0.7 0.000
H 0.16510 1.20366 4.70477 -0.4 0.9 0.2 -0.001
H 2.35875 1.89756 6.62133 0.7 0.2 0.2 -0.001
H 1.07124 2.98047 6.22188 -0.1 0.1 -0.2 0.000
H 3.78682 3.89179 5.49286 0.5 0.6 -0.4 0.000
H 2.28448 4.64876 5.65188 -0.8 -0.3 -0.5 0.000
H 3.01067 4.56870 3.98393 -0.1 -0.2 0.2 0.000
H 1.36591 -0.91992 5.78974 1.0 -0.2 0.5 -0.001
H 0.77929 -0.55148 4.41026 0.3 -0.4 -0.7 0.000
C -1.21479 -4.41147 2.90076 -1.2 -0.4 -1.6 0.000
C -2.23088 -3.93018 1.68391 2.5 -1.1 1.3 0.000
C -1.66740 -4.36730 0.28517 0.0 1.9 -0.4 0.000
O -2.35797 -3.88292 -0.87916 -1.8 0.4 0.1 0.000
C -2.62123 -2.47432 -1.10806 2.0 -0.9 0.4 0.000
N -3.53131 -4.50408 1.89084 0.1 0.2 0.3 0.000
H -1.44325 -4.08202 3.91436 -0.8 0.3 -0.2 0.000
H -0.17576 -4.09798 2.79962 0.1 -0.2 -0.7 0.000
H -1.32214 -5.49616 2.89911 0.5 -0.1 0.1 0.000
H -2.29964 -2.86672 1.91289 0.4 0.6 -1.1 0.000
H -1.66604 -5.42849 0.03625 -0.1 -0.1 1.0 0.000
H -0.64820 -3.99219 0.19226 0.5 0.0 0.3 0.000
H -3.47863 -2.25121 -1.74303 -0.2 -0.6 0.4 0.000
H -1.73468 -2.17457 -1.66688 0.1 0.7 -0.2 0.000
H -2.62381 -1.89358 -0.18566 -0.4 0.0 0.1 -0.001
H -3.76180 -4.09767 2.78628 -0.9 -0.4 0.3 0.000
H -4.09430 -4.00284 1.21860 -0.7 -0.3 -0.2 0.000
C -2.02380 3.54695 -3.36459 0.1 0.5 0.8 0.000
C -3.07770 2.84341 -2.52125 1.3 1.9 0.2 0.000
C -4.38228 2.53777 -3.26600 -0.3 -0.3 2.5 0.000
O -4.91210 3.71527 -3.78292 0.1 -0.2 -0.7 0.000
C -4.81982 3.91414 -5.15277 0.7 0.5 -1.2 0.000
N -2.39651 1.74801 -1.91362 -0.4 -3.0 0.4 -0.001
H -1.14446 3.65798 -2.73014 0.2 0.0 0.3 0.000
H -2.29471 4.59182 -3.51608 -0.1 -0.2 -1.3 0.000
H -1.67708 2.86655 -4.14238 -0.4 0.7 -0.8 0.000
H -3.27791 3.52232 -1.69233 -0.6 0.2 -0.1 0.000
H -5.14963 2.34518 -2.51620 0.3 -0.8 0.4 0.000
H -4.30979 1.61905 -3.84808 0.1 0.4 -0.9 0.000
H -5.26207 4.89948 -5.29982 -0.1 -0.3 -0.5 0.000
H -5.19504 3.13778 -5.81953 -1.3 -0.2 0.5 0.000
H -3.81411 3.88855 -5.57230 0.8 0.7 0.6 0.000
H -1.47772 1.93775 -1.53955 -0.1 1.0 0.1 0.003
H -2.15855 1.11347 -2.66251 -0.2 -0.7 -0.3 -0.001
C 6.38487 1.26274 0.71336 0.4 -1.3 -0.5 0.000
C 5.09951 0.88530 1.49940 1.1 -2.2 -1.6 0.004
C 5.20430 -0.65800 1.93821 -1.6 1.7 -0.7 0.005
O 3.88589 -1.06108 2.46311 1.8 1.7 -0.2 -0.004
C 3.82209 -2.40606 2.83825 -1.0 -1.6 0.2 0.001
N 4.94140 1.77582 2.59089 -0.1 0.1 2.7 0.003
H 6.38914 1.05878 -0.35737 -0.9 0.7 -0.2 0.000
H 7.19381 0.55627 0.89936 0.1 -0.1 1.0 0.000
H 6.81296 2.23946 0.93888 -0.4 0.1 -0.1 0.000
H 4.13897 1.05571 1.01317 0.4 -0.6 -1.1 -0.007
H 5.98773 -0.79426 2.68372 0.0 -0.1 0.1 0.000
H 5.35548 -1.28235 1.05763 0.4 0.2 0.0 0.000
H 4.74964 -2.96367 2.70854 0.1 0.3 0.0 0.000
H 3.05284 -2.84625 2.20376 0.1 -0.3 0.0 -0.001
H 3.49142 -2.50542 3.87212 0.1 0.1 0.1 0.001
H 5.65916 1.64806 3.28988 0.6 -0.1 0.2 0.000
H 5.13667 2.70165 2.23760 -0.7 0.6 0.2 0.000
```
Forces are in eV/Å.

## Properties
Multiplicity = 2
LUMO energy (spin up / spin down) = -7.221 / -8.842 eV
Gap between HOMO and LUMO (spin up / spin down) = 5.16 / 3.54 eV
Total charge = +2


A structure of composition C23H24AuN4S2Se. Source: OMol25; level of theory: wB97M-V/def2-TZVPD.

XYZ file:
```
55
Properties=species:S:1:pos:R:3:forces:R:3:nbo_charge:R:1
Au -2.22262 1.71269 -0.37327 -0.2 0.1 0.3 0.533
S -2.98936 -0.54742 -0.02580 0.1 -0.1 0.0 -0.437
C -3.42243 -0.42198 1.67046 0.0 0.1 0.0 -0.186
C -3.62489 -1.62738 2.34797 0.0 0.0 0.0 -0.172
C -3.97138 -1.69029 3.69027 0.0 0.0 0.0 -0.190
C -4.14449 -2.96571 4.32059 0.0 0.1 0.1 0.303
N -4.27812 -3.99030 4.82815 0.0 0.0 0.0 -0.361
C -4.13268 -0.49189 4.40187 0.0 0.0 0.0 -0.169
C -3.94098 0.71283 3.74446 0.0 0.0 0.0 -0.186
C -3.58606 0.80028 2.39140 0.0 -0.1 -0.1 -0.167
S -3.37680 2.40116 1.73160 0.1 0.0 -0.2 -0.419
C -4.47948 -0.49176 5.79371 0.0 -0.1 0.0 0.301
N -4.74964 -0.48657 6.91241 0.0 0.0 0.0 -0.356
H -3.50092 -2.55095 1.79742 0.0 0.0 0.0 0.223
H -4.06379 1.63396 4.29853 0.0 0.0 0.0 0.226
C 2.62501 3.28752 1.34297 0.0 0.0 0.0 -0.616
C 2.98789 1.82938 1.08578 0.0 0.0 0.0 -0.397
C 2.07810 0.84826 1.82210 0.0 0.0 0.0 -0.404
C 0.66659 0.77703 1.25253 0.0 0.0 0.0 -0.234
N 0.65071 0.21491 -0.09486 0.1 0.0 0.0 -0.404
C 0.26920 0.85170 -1.22750 0.0 0.0 0.0 0.307
Se -0.11172 2.67460 -1.39882 0.0 0.0 -0.1 -0.245
N 0.23523 -0.06444 -2.22463 0.0 0.0 0.0 -0.423
C -0.19502 0.17965 -3.59005 0.0 0.0 0.0 -0.226
C 0.92788 0.06870 -4.61515 0.0 0.0 0.0 -0.400
C 1.99143 1.16617 -4.54865 0.0 0.0 0.0 -0.400
C 2.96886 1.04545 -3.38056 0.0 0.0 0.0 -0.608
C 0.51314 -1.32036 -1.70743 0.0 0.0 0.0 0.189
C 0.51702 -2.57740 -2.28925 0.0 0.0 0.0 -0.242
C 0.78509 -3.65408 -1.45754 0.0 0.0 0.0 -0.217
C 1.02963 -3.47699 -0.09461 0.0 0.0 0.0 -0.213
C 1.02321 -2.21720 0.48416 0.0 0.0 0.0 -0.213
C 0.77021 -1.14234 -0.35172 0.0 0.0 0.0 0.118
H 3.32887 3.95993 0.84984 0.0 0.0 0.0 0.205
H 2.64407 3.50725 2.41316 0.0 0.0 0.0 0.196
H 1.62970 3.52243 0.96509 0.0 0.0 0.0 0.228
H 4.02190 1.64973 1.39263 0.0 0.0 0.0 0.197
H 2.94897 1.62226 0.01129 0.0 0.0 0.0 0.199
H 1.99387 1.14500 2.87176 0.0 0.0 0.0 0.211
H 2.52305 -0.15042 1.81568 0.0 0.0 0.0 0.200
H 0.19775 1.75792 1.20092 0.0 0.0 0.0 0.258
H 0.01432 0.14940 1.86427 0.0 0.0 0.0 0.231
H -0.63543 1.17606 -3.60204 0.0 0.0 0.0 0.250
H -0.98973 -0.53726 -3.81012 0.0 0.0 0.0 0.213
H 0.45078 0.09255 -5.59897 0.0 0.0 0.0 0.210
H 1.41209 -0.90991 -4.53117 0.0 0.0 0.0 0.196
H 1.49760 2.14139 -4.51339 0.0 0.0 0.0 0.211
H 2.55777 1.13795 -5.48363 0.0 0.0 0.0 0.196
H 2.51934 1.35760 -2.43897 0.0 0.0 0.0 0.211
H 3.84357 1.67710 -3.54282 0.0 0.0 0.0 0.207
H 3.31717 0.01578 -3.26438 0.0 0.0 0.0 0.199
H 0.29960 -2.71845 -3.33917 0.0 0.0 0.0 0.217
H 0.78728 -4.65392 -1.87080 0.0 0.0 0.0 0.212
H 1.21104 -4.34254 0.52830 0.0 0.0 0.0 0.215
H 1.17759 -2.08708 1.54599 0.0 0.0 0.0 0.226
```
Forces are in eV/Å.

## Properties
Energy above the lowest of the compared OMol25 structures with the same formula, charge and spin = 0.000 eV
LUMO energy = 2.310 eV
Gap between HOMO and LUMO = 6.23 eV
Total charge = -1


A structure of composition C29H30AsFeN6O3S. Source: OMol25; level of theory: wB97M-V/def2-TZVPD.

XYZ file:
```
71
Properties=species:S:1:pos:R:3:forces:R:3:mulliken_spin:R:1
Fe -0.03971 -0.11984 0.13273 -0.5 0.3 -0.3 1.038
C -0.03887 -0.53960 4.17358 0.0 0.0 0.0 0.004
C -1.23415 -1.29601 3.66844 0.1 -0.1 0.0 -0.003
C -1.77548 -2.32574 4.43076 0.0 0.0 0.0 -0.001
C -2.86967 -3.04761 3.98390 0.0 0.0 0.0 0.002
C -3.42496 -2.74705 2.74988 0.0 0.0 0.0 -0.001
C -2.90450 -1.72833 1.95717 0.0 0.1 0.0 -0.013
C -3.55711 -1.40060 0.64356 0.0 0.0 -0.1 0.003
C -1.81079 -0.99702 2.43091 0.0 0.1 0.0 -0.006
N -1.26406 0.05952 1.63728 0.1 -0.2 0.0 0.004
C -1.45057 1.32649 2.09378 0.0 0.0 0.0 -0.015
O -2.07769 1.70465 3.06360 0.1 -0.1 0.0 0.018
C -0.82317 2.32016 1.11827 0.3 0.0 0.2 0.017
C -0.67842 3.82574 1.43918 0.0 0.1 -0.2 -0.005
C 0.54050 4.43800 0.78897 -0.2 0.0 0.1 -0.009
C 1.36975 3.75380 -0.00476 -0.1 -0.4 0.0 0.004
C 1.18628 2.30637 -0.16429 0.1 0.2 0.2 -0.010
N 0.26815 1.67689 0.45905 0.0 0.2 -0.2 -0.024
C 2.03861 1.39009 -1.03411 -0.3 0.2 0.3 0.000
O 3.02366 1.82332 -1.60343 0.0 -0.1 0.0 0.011
N 1.51042 0.14336 -1.02372 0.4 -0.2 -0.1 0.031
C 2.28056 -0.86955 -1.67818 -0.1 0.1 0.1 -0.006
C 3.48614 -1.29264 -1.11063 0.1 -0.1 0.1 -0.002
C 4.02405 -0.65749 0.13912 0.0 0.0 0.0 0.001
C 4.19189 -2.31910 -1.72926 0.0 0.0 0.0 -0.002
C 3.72365 -2.90894 -2.89365 0.0 0.1 0.0 0.002
C 2.54096 -2.45776 -3.45823 0.0 0.0 0.0 -0.001
C 1.80909 -1.43027 -2.86686 0.0 -0.1 -0.1 -0.016
C 0.56982 -0.90518 -3.53907 0.0 0.0 0.0 0.002
H 0.52178 -1.14457 4.88540 0.0 0.0 0.0 0.000
H -0.34546 0.38429 4.66740 0.0 0.0 0.0 0.000
H 0.62902 -0.26844 3.35434 0.0 0.0 0.0 -0.001
H -1.32890 -2.55600 5.39098 0.0 0.0 0.0 0.000
H -3.29223 -3.83405 4.59584 0.0 0.0 0.0 0.000
H -4.29212 -3.29442 2.39758 0.0 0.0 0.0 0.000
H -4.34059 -2.12470 0.41831 0.0 0.0 0.0 0.000
H -2.84954 -1.39108 -0.18584 0.1 0.0 0.0 0.003
H -4.01068 -0.40932 0.65765 0.0 0.0 0.0 0.001
H -0.83407 4.13270 2.47128 0.0 0.0 0.0 0.000
H 0.69991 5.49732 0.95122 0.0 0.0 0.0 0.000
H 2.20797 4.20629 -0.51440 0.0 0.0 0.0 -0.001
H 3.22888 -0.47671 0.86332 0.0 0.0 0.0 -0.001
H 4.48955 0.30390 -0.08748 0.0 0.0 0.0 0.000
H 4.76931 -1.30021 0.60607 0.0 0.0 0.0 0.000
H 5.12426 -2.65294 -1.28922 0.0 0.0 0.0 0.000
H 4.29056 -3.69722 -3.37250 0.0 0.0 0.0 0.000
H 2.18670 -2.88634 -4.38891 0.0 0.0 0.0 0.000
H 0.39895 -1.42868 -4.48017 0.0 0.0 0.0 0.000
H 0.66307 0.16082 -3.75152 0.0 0.0 0.0 -0.002
H -0.32317 -1.00568 -2.92421 0.0 0.0 0.1 0.002
O -1.28129 0.37542 -1.18713 -0.1 -0.3 0.1 -0.018
N -2.41747 1.00487 -1.35852 0.0 -0.1 -0.2 -0.006
C -2.69936 2.12249 -0.78100 0.1 0.2 0.1 0.005
C -1.86412 2.84456 0.18548 -0.4 -0.2 -0.2 0.006
N -1.87232 4.07498 0.54281 0.2 0.1 0.0 -0.002
C -3.95995 2.70919 -1.17299 0.1 -0.1 0.1 0.000
N -4.96459 3.17857 -1.46940 0.0 0.0 0.0 0.001
C -0.82207 -3.74971 -1.32212 -0.1 0.0 0.0 0.002
As 0.26861 -3.89049 0.24194 0.0 0.0 -0.1 -0.009
C 1.80562 -4.90937 -0.26918 0.0 -0.1 0.0 0.002
C -0.70797 -4.94386 1.50606 0.0 0.0 0.1 0.001
S 0.92158 -2.08788 1.11117 0.1 0.1 0.2 -0.001
H -1.04610 -4.75799 -1.66986 0.0 0.0 0.0 -0.001
H -0.26433 -3.20463 -2.07849 0.0 0.0 -0.1 -0.001
H -1.74353 -3.22478 -1.07853 0.0 0.0 0.0 -0.001
H 1.48976 -5.89610 -0.60661 0.0 0.0 0.0 0.000
H 2.46442 -4.99713 0.59250 0.0 0.0 0.0 0.000
H 2.31695 -4.37221 -1.06753 0.0 0.0 0.0 0.000
H -0.76168 -5.97297 1.15301 0.0 0.0 0.0 0.000
H -1.70349 -4.51997 1.62908 0.0 0.0 0.0 0.000
H -0.18759 -4.89055 2.46059 0.0 0.0 0.0 0.000
```
Forces are in eV/Å.

## Properties
Multiplicity = 2
LUMO energy (spin up / spin down) = -1.482 / -1.002 eV
Gap between HOMO and LUMO (spin up / spin down) = 7.12 / 7.77 eV